[1]
The following is a DFT calculation (wB97M-V/def2-TZVPD) of a molecular structure, C22H40ClNO9PtSSi in a non-equilibrium geometry.

```
! wB97M-V def2-TZVPD RIJCOSX def2/J DEFGRID3
* xyz -2 1
Pt -0.5873 -0.0609 -0.7780
C -0.9685 1.8663 3.3498
C 0.2304 0.9404 3.1868
C 0.6169 0.3089 4.5189
C 1.4119 1.6992 2.5842
O -0.0944 -0.0545 2.2454
Si -0.9790 -1.4324 2.2893
S -1.3572 -2.1113 0.3777
O -2.3012 -1.0067 3.1956
C -3.3352 -1.7988 3.7363
C -2.8715 -2.3336 5.0897
C -4.5363 -0.8725 3.9255
C -3.7083 -2.9504 2.8083
O -0.2329 -2.5181 3.3101
C 0.7802 -3.4783 3.0558
C 0.1670 -4.7041 2.3882
C 1.3296 -3.8496 4.4339
C 1.8830 -2.8823 2.1921
H -0.7076 2.6986 4.0086
H -1.8195 1.3290 3.7677
H -1.2585 2.2653 2.3789
H 0.8608 1.0901 5.2426
H 1.4853 -0.3342 4.3942
H -0.1987 -0.2944 4.9150
H 1.7430 2.4961 3.2590
H 1.1232 2.1407 1.6326
H 2.2421 1.0249 2.3906
H -2.7606 -1.5144 5.7994
H -1.9073 -2.8241 4.9797
H -3.5950 -3.0465 5.4893
H -4.2078 0.0548 4.3905
H -5.2900 -1.3392 4.5622
H -4.9896 -0.6341 2.9687
H -2.9145 -3.6932 2.7636
H -3.8753 -2.5858 1.7975
H -4.6180 -3.4338 3.1714
H -0.5651 -5.1661 3.0514
H 0.9434 -5.4354 2.1615
H -0.3274 -4.4213 1.4611
H 0.5269 -4.2262 5.0683
H 1.7619 -2.9719 4.9108
H 2.0996 -4.6176 4.3498
H 1.5095 -2.5809 1.2195
H 2.6833 -3.6085 2.0430
H 2.3027 -1.9991 2.6681
O 1.9633 1.0914 -1.2537
Cl 2.7722 -0.1125 -1.1657
O 3.4615 -0.3339 -2.4067
O 3.7352 0.0241 -0.1049
O 1.8910 -1.2374 -0.8749
O -1.3602 1.7872 -3.5772
C -0.8504 0.7006 -3.7880
O -0.5948 -0.2267 -2.9690
H -0.5098 0.4535 -4.8347
C -5.7089 1.3314 -0.9996
N -4.7888 0.2416 -0.7713
C -4.1043 -0.1180 -2.0034
C -3.8514 0.4927 0.3269
C -2.8962 1.6497 0.1370
C -3.3522 2.9224 0.4942
C -2.5796 4.0587 0.3419
C -1.3023 3.9329 -0.1867
C -0.8196 2.6851 -0.5397
C -1.5891 1.5264 -0.3625
H -6.4939 1.0060 -1.6894
H -5.2331 2.2246 -1.4340
H -6.1822 1.6252 -0.0590
H -4.8485 -0.4419 -2.7371
H -3.4147 -0.9423 -1.8150
H -3.5222 0.7074 -2.4316
H -3.2949 -0.4250 0.4980
H -4.4541 0.6973 1.2187
H -4.3487 3.0099 0.9140
H -2.9699 5.0303 0.6276
H -0.6773 4.8070 -0.3326
H 0.1802 2.5928 -0.9538
*
```

Calculated values
E (eV): -77862.396
HOMO (eV): -1.58
Strongest force on any atom (eV Å⁻¹): 1.26
Lowest unoccupied orbital energy (eV): 4.4
Kohn-Sham gap (eV): 5.972
ΔE to the lowest compared entry with this formula, charge and spin (eV): 2.8201

In the Löwdin picture, each atom carries the following charge in e:
1. Pt 0.84
2. C -0.01
3. C -0.64
4. C -0.03
5. C -0.01
6. O -0.17
7. Si -0.14
8. S 0.38
9. O -0.15
10. C -0.66
11. C -0.03
12. C -0.03
13. C -0.05
14. O -0.17
15. C -0.66
16. C -0.05
17. C -0.04
18. C -0.03
19. H 0.08
20. H 0.07
21. H 0.07
22. H 0.08
23. H 0.07
24. H 0.07
25. H 0.08
26. H 0.08
27. H 0.08
28. H 0.08
29. H 0.07
30. H 0.08
31. H 0.08
32. H 0.08
33. H 0.07
34. H 0.07
35. H 0.06
36. H 0.08
37. H 0.08
38. H 0.08
39. H 0.04
40. H 0.07
41. H 0.08
42. H 0.08
43. H 0.05
44. H 0.09
45. H 0.09
46. O -0.40
47. Cl 0.64
48. O -0.36
49. O -0.37
50. O -0.43
51. O -0.05
52. C -0.61
53. O -0.20
54. H 0.11
55. C -0.14
56. N -0.25
57. C -0.10
58. C -0.19
59. C -0.22
60. C -0.09
61. C -0.13
62. C -0.11
63. C -0.11
64. C -0.27
65. H 0.07
66. H 0.08
67. H 0.07
68. H 0.07
69. H 0.07
70. H 0.08
71. H 0.03
72. H 0.10
73. H 0.10
74. H 0.08
75. H 0.09
76. H 0.08

---

[2]
The following is a DFT calculation (wB97M-V/def2-TZVPD) of a molecular structure, C22H40F6LiNO14S7 in a non-equilibrium geometry.

```
! wB97M-V def2-TZVPD RIJCOSX def2/J DEFGRID3
* xyz 0 1
Li -0.7080 0.8648 -0.0398
C 2.9044 2.9624 -1.7598
F 3.5376 4.0918 -1.9728
F 2.7787 2.4493 -2.9524
F 3.7391 2.2048 -1.0360
S 1.1105 3.1381 -1.1075
O 0.4212 3.9434 -2.0468
O 0.7371 1.7469 -1.0459
N 1.3931 3.7416 0.2822
S 1.1367 5.3289 0.6329
O 1.9023 5.6137 1.8438
O 1.2016 6.1018 -0.5780
C -0.6509 5.2160 1.0959
F -0.9153 4.7342 2.3285
F -1.2145 6.4310 1.0844
F -1.2589 4.4193 0.2376
C -1.3291 3.7730 -4.5097
C -0.3663 2.8005 -5.1778
C -1.1628 1.6676 -5.7722
S -2.2703 1.3101 -4.3972
O -1.5824 0.4940 -3.4223
O -3.5518 0.8551 -4.7212
C -2.3910 2.9518 -3.7281
H -1.7986 4.3621 -5.2440
H -0.7388 4.4084 -3.8233
H 0.3239 2.3665 -4.3827
H 0.1965 3.2310 -5.9136
H -0.5817 0.9042 -6.1259
H -1.7618 1.9902 -6.6595
H -2.1434 2.7783 -2.6735
H -3.3828 3.3607 -3.7665
C -5.2849 -0.6547 -1.2307
C -4.9729 -1.1240 0.1386
C -4.7154 0.0607 1.0481
S -4.0590 1.2902 -0.0870
O -2.6488 1.5128 0.2894
O -4.7739 2.5745 -0.1636
C -4.3303 0.4598 -1.7120
H -6.3439 -0.2754 -1.3287
H -5.1339 -1.3982 -2.0269
H -4.0314 -1.6778 0.1035
H -5.7501 -1.6736 0.6650
H -3.8892 -0.1720 1.7319
H -5.6098 0.4412 1.5140
H -3.4388 -0.1201 -1.9192
H -4.7130 1.1856 -2.4861
C 3.9393 -5.1104 3.9544
C 3.3445 -6.4814 3.7304
C 1.9198 -6.3125 4.1718
S 1.4408 -4.8138 3.3693
O 0.5551 -4.0145 4.2736
O 0.8772 -4.9893 2.0734
C 3.0935 -4.0194 3.2877
H 4.9916 -5.0265 3.7035
H 3.9908 -5.0340 5.0632
H 3.9551 -7.2135 4.2818
H 3.4672 -6.8437 2.7414
H 1.8292 -6.2057 5.2867
H 1.1880 -7.0359 3.9047
H 2.9643 -3.0688 3.8474
H 3.4418 -3.8016 2.2630
C 1.5206 -2.4083 -2.4653
C 1.5020 -2.8653 -1.0254
C 0.0104 -3.2206 -0.8295
S -0.9088 -1.8854 -1.6929
O -1.2779 -0.9270 -0.6412
O -1.9789 -2.3327 -2.5111
C 0.4786 -1.2211 -2.5285
H 1.0691 -3.2772 -3.0394
H 2.4958 -2.0992 -2.8215
H 1.8444 -2.2985 -0.1666
H 2.0425 -3.8305 -0.9464
H -0.4530 -3.2462 0.1433
H -0.2222 -4.1693 -1.3262
H 0.8935 -0.3755 -1.9820
H 0.1736 -0.9174 -3.5622
C 2.2017 2.1252 3.5638
C 2.0707 1.0132 4.6263
C 1.0619 0.1059 4.0237
S 1.4606 0.0352 2.2961
O 0.1947 0.2586 1.5999
O 2.1867 -1.1553 1.9574
C 2.4920 1.4896 2.2382
H 3.0882 2.8153 3.7507
H 1.3481 2.7198 3.5052
H 1.8918 1.4369 5.6400
H 3.0345 0.5624 4.8580
H 0.0905 0.6027 4.1518
H 0.9830 -0.8762 4.5215
H 2.2529 2.0506 1.3664
H 3.5759 1.1908 2.1582
*
```

Calculated values
E (eV): -145972.914
HOMO (eV): -10.18
Strongest force on any atom (eV Å⁻¹): 5.18
Lowest unoccupied orbital energy (eV): 0.2
Kohn-Sham gap (eV): 10.332

In the Löwdin picture, each atom carries the following charge in e:
1. Li 0.60
2. C -0.68
3. F 0.16
4. F 0.14
5. F 0.13
6. S 0.56
7. O -0.26
8. O -0.35
9. N -0.31
10. S 0.67
11. O -0.29
12. O -0.27
13. C -0.66
14. F 0.13
15. F 0.14
16. F 0.14
17. C -0.19
18. C -0.22
19. C -0.20
20. S 0.65
21. O -0.33
22. O -0.29
23. C -0.18
24. H 0.10
25. H 0.10
26. H 0.13
27. H 0.09
28. H 0.07
29. H 0.13
30. H 0.10
31. H 0.10
32. C -0.24
33. C -0.23
34. C -0.21
35. S 0.74
36. O -0.41
37. O -0.34
38. C -0.19
39. H 0.14
40. H 0.13
41. H 0.12
42. H 0.12
43. H 0.12
44. H 0.11
45. H 0.06
46. H 0.13
47. C -0.25
48. C -0.24
49. C -0.24
50. S 0.68
51. O -0.37
52. O -0.31
53. C -0.19
54. H 0.11
55. H 0.13
56. H 0.13
57. H 0.11
58. H 0.14
59. H 0.10
60. H 0.10
61. H 0.11
62. C -0.19
63. C -0.21
64. C -0.20
65. S 0.68
66. O -0.42
67. O -0.28
68. C -0.23
69. H 0.14
70. H 0.11
71. H 0.09
72. H 0.12
73. H 0.09
74. H 0.11
75. H 0.08
76. H 0.11
77. C -0.21
78. C -0.22
79. C -0.23
80. S 0.71
81. O -0.38
82. O -0.31
83. C -0.22
84. H 0.15
85. H 0.09
86. H 0.13
87. H 0.11
88. H 0.12
89. H 0.12
90. H 0.04
91. H 0.14

---

[3]
The following is a DFT calculation (wB97M-V/def2-TZVPD) of 3 unconnected molecules or ions with the total composition C22H40N4O2 in a non-equilibrium geometry.

```
! wB97M-V def2-TZVPD RIJCOSX def2/J DEFGRID3
* xyz 0 1
C -2.9480 -1.4818 3.1191
N -4.0997 -2.3192 2.7066
C -4.1723 -2.4976 1.2490
C -2.9726 -3.2352 0.6810
C -2.8913 -4.6055 0.7677
C -1.8303 -5.3187 0.2673
C -0.8304 -4.6000 -0.3293
C -0.9187 -3.2276 -0.4434
C -1.9693 -2.5207 0.0545
C 0.3071 -2.7302 -1.1735
O 0.6217 -1.5903 -1.4321
N 0.9943 -3.8829 -1.5403
C 0.4777 -5.0382 -0.9440
O 1.0244 -6.1174 -0.9316
H -3.2619 -0.6803 3.7929
H -2.2232 -2.1300 3.6147
H -2.5145 -0.9811 2.2444
H -4.9195 -1.7670 2.9352
H -5.0633 -3.0951 1.0380
H -4.2029 -1.5138 0.7520
H -3.6839 -5.1597 1.2610
H -1.7599 -6.3981 0.3286
H -1.9707 -1.4396 -0.0385
H 1.9805 -3.8307 -1.7549
C -2.3418 1.9360 0.6451
C -3.1339 2.6395 1.7368
N -2.3546 2.9032 2.9309
C -3.1632 3.2938 4.0738
C -3.9405 4.6120 3.9867
C -1.1304 3.6611 2.7354
C -1.2367 5.0454 2.0849
H -1.8791 1.0226 1.0240
H -3.0064 1.6606 -0.1761
H -1.5602 2.5716 0.2274
H -3.9696 1.9876 2.0095
H -3.5791 3.5555 1.3192
H -2.5289 3.3167 4.9642
H -3.8832 2.4895 4.2602
H -3.2859 5.4767 4.0864
H -4.6622 4.6644 4.8049
H -4.4992 4.7021 3.0545
H -0.4507 3.0561 2.1284
H -0.6166 3.7577 3.6952
H -1.8801 5.0422 1.2039
H -0.2465 5.3737 1.7618
H -1.6076 5.7962 2.7811
C 2.4393 -0.9156 -4.1301
C 3.6623 -1.0830 -3.2424
N 4.8860 -0.5844 -3.8431
C 6.0871 -1.0055 -3.1426
C 6.2929 -0.5085 -1.7068
C 4.8604 0.8018 -4.2741
C 4.5298 1.8748 -3.2295
H 2.6021 -1.3619 -5.1131
H 1.5843 -1.4103 -3.6727
H 2.1717 0.1335 -4.2655
H 3.7868 -2.1544 -3.0521
H 3.4582 -0.6163 -2.2674
H 6.9605 -0.7289 -3.7399
H 6.0927 -2.1005 -3.1245
H 6.5798 0.5419 -1.6778
H 7.1034 -1.0718 -1.2385
H 5.4037 -0.6451 -1.0904
H 4.1343 0.8903 -5.0874
H 5.8176 1.0449 -4.7430
H 3.6703 1.6042 -2.6145
H 4.2854 2.8124 -3.7341
H 5.3744 2.0794 -2.5730
*
```

Calculated values
E (eV): -33518.294
HOMO (eV): -7.97
Strongest force on any atom (eV Å⁻¹): 1.32
Lowest unoccupied orbital energy (eV): -0.3
Structure (SMILES): CNCc1ccc2c(c1)C(=O)NC2=O.CCN(CC)CC.CCN(CC)CC
Kohn-Sham gap (eV): 7.657
ΔE to the lowest compared entry with this formula, charge and spin (eV): 0.0000

In the Löwdin picture, each atom carries the following charge in e:
1. C -0.10
2. N -0.11
3. C -0.19
4. C -0.20
5. C -0.02
6. C 0.01
7. C -0.08
8. C -0.08
9. C 0.04
10. C -0.36
11. O 0.11
12. N 0.18
13. C -0.36
14. O 0.12
15. H 0.08
16. H 0.08
17. H 0.05
18. H 0.09
19. H 0.12
20. H 0.12
21. H 0.13
22. H 0.13
23. H 0.12
24. H 0.16
25. C -0.09
26. C -0.28
27. N -0.20
28. C -0.25
29. C -0.09
30. C -0.25
31. C -0.08
32. H 0.06
33. H 0.07
34. H 0.07
35. H 0.11
36. H 0.10
37. H 0.11
38. H 0.10
39. H 0.06
40. H 0.07
41. H 0.07
42. H 0.10
43. H 0.11
44. H 0.07
45. H 0.07
46. H 0.05
47. C -0.09
48. C -0.28
49. N -0.20
50. C -0.25
51. C -0.09
52. C -0.25
53. C -0.08
54. H 0.08
55. H 0.05
56. H 0.07
57. H 0.11
58. H 0.10
59. H 0.11
60. H 0.11
61. H 0.05
62. H 0.07
63. H 0.07
64. H 0.10
65. H 0.11
66. H 0.07
67. H 0.07
68. H 0.05